113
Properties=species:S:1:pos:R:3 method="wB97M-V/def2-TZVPD" charge=0 spin_multiplicity=1
C -15.35 2.78 -13.82
O -16.46 2.15 -14.32
H -14.77 1.95 -13.40
H -14.84 3.43 -14.53
H -15.67 3.38 -12.97
H -16.82 2.75 -14.98
C -26.07 2.32 -18.44
O -27.12 1.32 -18.37
H -25.33 2.26 -17.65
H -25.54 2.53 -19.37
H -26.52 3.24 -18.06
H -26.84 0.45 -18.10
C -21.08 -2.58 -19.38
O -20.09 -2.61 -18.42
H -21.14 -1.60 -19.87
H -20.98 -3.35 -20.14
H -22.01 -2.65 -18.82
H -19.38 -3.15 -18.79
C -17.39 -1.33 -16.09
O -17.23 -1.95 -17.36
H -17.72 -0.31 -16.29
H -18.12 -1.83 -15.45
H -16.42 -1.11 -15.64
H -18.13 -2.03 -17.69
C -22.43 1.94 -20.64
O -21.60 2.82 -19.83
H -21.87 1.13 -21.11
H -23.34 1.74 -20.08
H -22.81 2.43 -21.54
H -20.87 3.05 -20.40
C -18.35 6.31 -19.67
O -18.35 7.44 -20.55
H -17.37 5.85 -19.75
H -18.64 6.72 -18.70
H -19.14 5.59 -19.88
H -17.58 7.99 -20.41
C -20.32 2.83 -16.37
O -20.02 1.80 -15.44
H -20.15 2.62 -17.43
H -21.32 3.20 -16.19
H -19.67 3.68 -16.17
H -20.03 1.03 -16.02
C -22.46 5.26 -14.37
O -22.55 6.67 -14.15
H -23.18 4.71 -13.77
H -22.73 5.05 -15.40
H -21.41 5.01 -14.21
H -23.49 6.88 -14.12
C -15.24 3.67 -18.11
C -13.71 3.93 -17.83
C -12.70 3.29 -18.81
O -12.40 4.44 -19.57
C -12.61 5.55 -19.01
O -12.25 6.68 -19.36
O -13.39 5.33 -17.98
H -15.98 4.39 -17.76
H -15.72 2.70 -18.00
H -15.34 3.86 -19.18
H -13.40 3.59 -16.85
H -13.04 2.60 -19.58
H -11.78 2.92 -18.37
C -13.61 7.56 -15.28
C -15.11 7.72 -15.30
C -15.85 8.26 -16.53
O -17.01 7.53 -16.55
C -16.86 6.38 -15.99
O -17.59 5.36 -16.03
O -15.68 6.38 -15.29
H -13.23 7.89 -14.31
H -13.17 8.06 -16.14
H -13.41 6.49 -15.41
H -15.33 8.31 -14.41
H -15.15 8.36 -17.36
H -16.04 9.29 -16.24
C -17.28 5.77 -12.31
C -15.99 6.11 -11.44
C -14.68 5.65 -12.15
O -13.81 6.73 -11.83
C -14.49 7.82 -11.40
O -14.05 8.94 -11.26
O -15.74 7.49 -11.34
H -17.94 6.61 -12.49
H -17.89 4.99 -11.86
H -16.92 5.43 -13.29
H -15.96 5.63 -10.46
H -14.79 5.52 -13.23
H -14.28 4.78 -11.63
C -19.92 2.53 -11.67
C -19.90 1.02 -11.31
C -19.17 0.15 -12.30
O -18.70 -0.85 -11.42
C -18.61 -0.40 -10.12
O -18.26 -1.06 -9.14
O -19.13 0.83 -10.08
H -18.91 2.95 -11.74
H -20.64 3.14 -11.13
H -20.17 2.77 -12.70
H -20.96 0.77 -11.17
H -18.42 0.71 -12.88
H -19.91 -0.24 -13.00
C -24.27 -1.56 -14.67
C -23.03 -2.46 -14.68
C -21.74 -1.67 -15.00
O -20.84 -2.20 -14.02
C -21.52 -2.89 -13.06
O -21.06 -3.21 -11.94
O -22.78 -3.14 -13.48
H -24.74 -1.36 -15.64
H -24.09 -0.76 -13.96
H -25.04 -2.12 -14.13
H -23.22 -3.16 -15.50
H -21.78 -0.60 -14.84
H -21.37 -1.95 -15.99

***

23
Properties=species:S:1:pos:R:3 method="wB97M-V/def2-TZVPD" relative_energy_kj_mol=213.8 charge=0 spin_multiplicity=1
C 1.10 -1.23 -1.30
N 1.39 0.24 -1.14
C 1.37 0.43 0.29
C 0.77 1.93 0.43
S 0.11 1.86 2.22
H 0.13 -1.59 -0.95
H 1.82 -1.96 -0.96
H 1.28 -1.37 -2.37
H 2.31 0.58 -1.45
H 0.79 -0.20 0.95
H 2.48 0.24 0.55
H 1.52 2.66 0.19
H -0.04 2.01 -0.27
H 0.01 3.12 2.48
O -2.65 -1.39 0.15
H -2.29 -0.53 0.47
H -2.69 -1.09 -0.80
O -0.82 -1.97 2.42
H -0.79 -1.98 1.40
H -0.72 -1.03 2.54
O -2.00 0.24 -1.63
H -1.97 1.23 -1.65
H -1.13 -0.22 -1.56

***

What HOMO-LUMO gap values result from the calculations? In sequence: 10.15 9.99 eV.
What DFT total energy values result from the calculations? In sequence: -77127.337 -21819.947 eV.